# 1
{
  "formula": "C11H64NO20",
  "method": "ωB97M-V/def2-TZVPD",
  "lumo_ev": -2.42,
  "homo_energy_ev": -12.522,
  "charge": 1,
  "total_energy_ha": -2016.4985,
  "relative_energy_kj_mol": 173.21,
  "homo_lumo_gap_ev": 10.104,
  "symbols": ["O", "O", "O", "O", "O", "O", "O", "O", "O", "O", "O", "O", "O", "O", "O", "O", "O", "O", "O", "O", "N", "C", "C", "C", "C", "C", "C", "C", "C", "C", "C", "C", "H", "H", "H", "H", "H", "H", "H", "H", "H", "H", "H", "H", "H", "H", "H", "H", "H", "H", "H", "H", "H", "H", "H", "H", "H", "H", "H", "H", "H", "H", "H", "H", "H", "H", "H", "H", "H", "H", "H", "H", "H", "H", "H", "H", "H", "H", "H", "H", "H", "H", "H", "H", "H", "H", "H", "H", "H", "H", "H", "H", "H", "H", "H", "H"],
  "xyz": [[4.38032, 4.72568, -0.23959], [2.41132, 3.85168, 3.77841], [-1.03668, -1.75232, -4.15659], [-5.00868, -1.77932, -4.03959], [-7.08568, -0.28132, -1.07359], [-4.31368, 2.53468, 2.04241], [4.72132, -2.72932, 3.20641], [4.47732, -2.16032, -0.93359], [-0.10568, -6.16032, 0.95641], [1.11732, -2.73132, 4.75341], [-3.00068, -1.69932, 3.15241], [4.27232, -0.34832, 1.05841], [0.17032, 7.36568, 2.16641], [-4.11268, 2.66568, -1.07959], [3.29832, -4.60832, -1.88059], [3.71832, 2.46268, 1.49941], [-2.26068, -4.05132, 2.39341], [1.48732, -0.77632, -3.77459], [3.09232, 5.13368, -3.10659], [-2.47468, 0.69568, -4.40859], [0.24232, -0.53832, 0.16841], [-0.35768, 3.37968, -0.47359], [1.22832, -2.82232, 0.32841], [0.98232, 4.06268, -0.28159], [-0.29468, 1.97668, 0.35741], [-1.22568, -0.82932, 0.38341], [1.20332, -2.17732, 1.68141], [0.39032, 0.79568, -0.43059], [0.83132, -1.64632, -0.68659], [-3.75868, -1.15432, -0.54059], [0.87232, -0.71532, 1.50441], [-2.16768, -0.79432, -0.79059], [3.88632, -5.20832, -1.31659], [-4.03668, -0.27232, -0.02959], [1.80532, 3.40468, -0.56959], [5.00732, -2.17632, 4.04841], [-0.60368, -5.76532, 1.60641], [2.31632, 3.46468, 3.02541], [3.90832, 2.90868, 0.64241], [1.46032, 0.85868, -0.52159], [-5.27468, 2.61268, -1.24959], [3.95232, 1.63668, 1.25041], [0.08932, 2.11968, 1.45041], [2.19532, -2.49832, 2.14741], [-6.83668, 0.61668, -0.97459], [0.35432, -1.94232, -1.45359], [1.12832, 4.85468, -1.03659], [1.96232, -0.42032, 1.38641], [0.76432, -6.05732, 1.18341], [-1.37968, -1.86432, 0.76541], [-5.18568, 2.46968, 2.09941], [0.48532, -0.84032, -3.81059], [3.95632, -2.82932, -1.49559], [-0.74768, -2.67332, -3.78759], [-1.89368, -1.51732, -1.68259], [4.20732, 4.76068, -1.17559], [-1.05568, -1.89932, -5.10159], [4.40532, -0.71332, 1.97941], [3.98232, -3.35232, 3.45041], [-3.09668, 0.53468, -5.24259], [4.79732, 5.57068, -0.08959], [1.85132, -1.23232, -0.88859], [2.12132, -3.27032, 0.07641], [1.02632, -3.68832, 5.00541], [0.53732, -0.12832, 2.33141], [2.70632, 5.90068, -2.81759], [-0.23568, 7.69368, 1.32041], [-2.02968, -0.29832, -4.29059], [0.44332, -3.52332, 0.41141], [5.01132, -2.84332, -0.50759], [-5.75968, -2.06932, -4.66559], [2.50432, 4.34468, -3.52759], [-4.31268, -1.14532, -1.42059], [-5.45968, -1.22832, -3.40859], [0.48632, -2.70732, 2.29941], [-3.98568, -1.63532, 3.65141], [-3.92868, -1.87932, 0.25341], [1.61232, -2.43132, 5.34141], [-1.80068, -0.14132, 1.08441], [1.81232, -1.10432, -4.58359], [-2.51568, -1.28032, 3.82141], [-4.01868, 2.05268, 1.19741], [2.80632, 4.58768, 3.45741], [1.10732, 4.31968, 0.74541], [-2.25568, -4.23932, 1.46541], [-7.11768, -0.67032, -0.15759], [-2.32768, 0.28668, -1.16659], [3.65632, -4.69532, -2.79459], [1.06232, 6.90668, 2.15341], [-4.02268, 3.02668, -1.94559], [0.22732, 0.73968, -1.35559], [4.42732, -1.03332, 0.29241], [-2.62568, -3.14732, 2.64741], [-1.35468, 1.79468, 0.45841], [-0.58868, 3.10468, -1.44559], [-1.30668, 3.95668, -0.06959]]
}

# 2
{
  "formula": "C11H64NO20",
  "method": "ωB97M-V/def2-TZVPD",
  "lumo_ev": -2.89,
  "homo_energy_ev": -12.553,
  "charge": 1,
  "total_energy_ha": -2016.3800,
  "relative_energy_kj_mol": 484.47,
  "homo_lumo_gap_ev": 9.667,
  "symbols": ["O", "O", "O", "O", "O", "O", "O", "O", "O", "O", "O", "O", "O", "O", "O", "O", "O", "O", "O", "O", "N", "C", "C", "C", "C", "C", "C", "C", "C", "C", "C", "C", "H", "H", "H", "H", "H", "H", "H", "H", "H", "H", "H", "H", "H", "H", "H", "H", "H", "H", "H", "H", "H", "H", "H", "H", "H", "H", "H", "H", "H", "H", "H", "H", "H", "H", "H", "H", "H", "H", "H", "H", "H", "H", "H", "H", "H", "H", "H", "H", "H", "H", "H", "H", "H", "H", "H", "H", "H", "H", "H", "H", "H", "H", "H", "H"],
  "xyz": [[-14.33045, -15.28763, 55.08853], [-12.79557, -13.73443, 61.88160], [-20.63980, -11.51420, 59.05484], [-13.87489, -5.24513, 55.06422], [-13.06009, -4.59083, 57.77478], [-11.45201, -15.25610, 58.73344], [-11.01165, -6.41051, 58.64919], [-18.33870, -7.51025, 54.53754], [-21.61603, -12.18557, 56.01098], [-11.59228, -14.86258, 55.84849], [-16.81382, -5.15285, 55.16032], [-10.29316, -13.36278, 60.29814], [-14.35361, -11.44050, 61.67824], [-10.47219, -12.38113, 56.24804], [-12.96405, -10.03851, 53.72215], [-12.59451, -7.75845, 55.13149], [-16.43227, -9.56963, 61.92307], [-20.52692, -8.49692, 55.82038], [-15.26666, -5.05308, 62.17776], [-17.70468, -4.98686, 57.90617], [-16.47263, -11.01469, 56.44859], [-15.22673, -8.75196, 56.96710], [-14.77114, -12.03202, 58.19082], [-16.44645, -9.67820, 57.26707], [-13.42464, -12.71883, 58.21162], [-17.59359, -11.83785, 56.88789], [-17.39044, -11.97935, 54.46485], [-15.20934, -7.39605, 57.56511], [-17.93693, -12.69042, 55.74369], [-15.15061, -11.74807, 56.64090], [-16.79078, -10.74812, 55.03532], [-14.84496, -7.34180, 59.03096], [-11.13089, -15.73144, 55.87634], [-15.27939, -6.47947, 59.53726], [-12.02015, -15.73884, 59.11464], [-21.44904, -12.17590, 56.89148], [-13.58959, -10.99128, 61.34678], [-15.14326, -8.51184, 55.91629], [-11.29802, -12.98245, 55.99910], [-18.16886, -11.78621, 53.64844], [-15.28673, -8.20199, 59.52221], [-13.51016, -5.06692, 55.89489], [-13.23955, -13.18282, 58.98052], [-15.49496, -12.75461, 58.66095], [-14.31292, -11.35936, 56.08185], [-17.67758, -5.11655, 56.88866], [-20.25712, -8.14831, 56.78218], [-16.49166, -9.75751, 58.23436], [-16.88568, -4.18665, 54.72301], [-14.20581, -9.20241, 57.25006], [-13.35538, -15.10419, 55.10399], [-16.76322, -12.57090, 54.02558], [-12.09980, -13.38261, 61.50460], [-13.54155, -9.92284, 52.80038], [-10.65867, -15.56618, 58.38132], [-17.58249, -10.00771, 54.90837], [-13.10955, -13.31014, 57.45112], [-13.62827, -12.09679, 61.78320], [-21.70211, -13.15004, 55.57189], [-18.63063, -11.33808, 56.85428], [-17.41710, -9.10337, 56.83035], [-10.55110, -6.31038, 57.77191], [-11.88098, -14.92405, 56.66158], [-17.85110, -13.63948, 55.61062], [-12.62578, -12.14860, 57.98227], [-15.93069, -5.30840, 55.40902], [-19.06411, -12.66765, 55.78447], [-9.65155, -13.86959, 60.82465], [-14.52948, -11.16475, 58.66195], [-15.96009, -8.77110, 61.97925], [-19.66166, -8.59781, 55.30903], [-17.02847, -4.41054, 58.11622], [-12.40599, -3.91888, 57.56221], [-10.72328, -14.14237, 59.73517], [-10.03816, -12.36640, 55.45512], [-18.20794, -7.66127, 53.60393], [-12.74618, -8.62383, 54.75571], [-20.57380, -11.19510, 60.02828], [-11.01105, -7.25733, 58.84430], [-15.90740, -10.33596, 54.51760], [-14.84149, -6.66938, 56.97582], [-12.89086, -5.36727, 58.27361], [-13.08803, -10.99430, 53.78698], [-11.94719, -8.10182, 55.46700], [-17.63527, -12.38990, 57.75656], [-13.62546, -7.40006, 59.05199], [-15.22605, -12.63799, 55.99844], [-16.04438, -6.93105, 57.48174], [-14.70858, -14.57219, 54.51733], [-15.76013, -10.20613, 61.66306], [-18.14791, -6.56559, 54.74965], [-21.06241, -10.88518, 58.63047], [-15.21966, -4.22898, 62.68656], [-13.08671, -14.62850, 61.59684], [-13.54899, -6.09811, 54.97831], [-16.28648, -5.08256, 61.96870]]
}

# 3
{
  "formula": "C11H6Cl3I2MoN3O2",
  "method": "ωB97M-V/def2-TZVPD",
  "lumo_ev": [-9.16, -9.12],
  "homo_energy_ev": [-14.926, -14.932],
  "charge": 2,
  "total_energy_ha": -2781.0358,
  "relative_energy_kj_mol": 0.00,
  "homo_lumo_gap_ev": [5.769, 5.813],
  "symbols": ["I", "I", "Mo", "Cl", "Cl", "Cl", "O", "O", "N", "N", "N", "C", "C", "C", "C", "C", "C", "C", "C", "C", "C", "C", "H", "H", "H", "H", "H", "H"],
  "xyz": [[2.57825, -2.29570, 2.36905], [3.56565, 0.96470, 1.48715], [1.33865, -0.62260, 0.41715], [-5.71685, -0.45770, 1.03565], [-0.66735, -2.02150, -0.15135], [-1.46985, 2.12410, 3.08335], [0.04515, 0.06000, 1.54325], [0.57025, 0.71860, -1.00055], [1.91575, 0.29180, -5.55135], [-0.06345, 1.76990, -2.89305], [2.38565, -1.22870, -1.10235], [-1.82855, -1.02530, 0.65685], [-3.18325, -1.19470, 0.51955], [-4.03365, -0.29280, 1.18845], [-2.13575, 0.87930, 2.12745], [-1.25175, -0.01590, 1.46375], [0.67955, 0.86420, -2.26835], [1.61855, 0.06210, -3.02925], [1.79895, 0.21020, -4.41655], [-3.50515, 0.73750, 1.96965], [2.28395, -0.76560, -2.18735], [4.15475, -0.79270, 2.64495], [5.09975, -1.18150, 2.25615], [-4.16475, 1.43740, 2.46375], [0.00575, 1.90370, -3.89185], [-0.65305, 2.39560, -2.35925], [-3.59765, -1.99190, -0.07875], [4.23045, -0.53260, 3.70385]]
}

# 4
{
  "formula": "C11H7Br2LaN2O3",
  "method": "ωB97M-V/def2-TZVPD",
  "lumo_ev": -7.27,
  "homo_energy_ev": -16.644,
  "charge": 2,
  "total_energy_ha": -5937.7683,
  "relative_energy_kj_mol": 0.00,
  "homo_lumo_gap_ev": 9.379,
  "symbols": ["La", "Br", "Br", "O", "O", "O", "N", "N", "C", "C", "C", "C", "C", "C", "C", "C", "C", "C", "C", "H", "H", "H", "H", "H", "H", "H"],
  "xyz": [[0.06505, 0.46585, -0.74960], [-2.46374, -1.55948, -1.09068], [-0.96571, 3.24196, -0.41239], [-1.09859, 4.01293, 4.66747], [3.41406, -1.07814, -2.83642], [1.88010, 0.16071, -1.68429], [0.06344, -1.56509, -1.98960], [-0.10083, 1.51962, 1.56651], [-1.00975, -2.32537, -2.07707], [-1.02463, 3.58180, 2.40010], [2.32339, -0.90891, -2.41598], [-0.14899, 1.92622, 3.92756], [0.15397, 1.14739, 2.84151], [0.13676, -3.85098, -3.44152], [1.27744, -3.05542, -3.36213], [-1.04861, -3.49601, -2.79117], [1.20156, -1.90319, -2.61822], [-0.74932, 3.17118, 3.71200], [-0.66882, 2.71268, 1.41996], [-0.88305, 3.68641, 5.55650], [0.15990, -4.76557, -4.02043], [0.62406, 0.18243, 2.98109], [0.08068, 1.57689, 4.92571], [2.20041, -3.31658, -3.86171], [-1.47908, 4.54241, 2.20366], [-1.93969, -4.10372, -2.85085]]
}

# 5
{
  "formula": "C11H7BrCl2N2O3STi",
  "method": "ωB97M-V/def2-TZVPD",
  "lumo_ev": [-9.41, -9.41],
  "homo_energy_ev": [-15.596, -15.596],
  "charge": 2,
  "total_energy_ha": -5500.0416,
  "relative_energy_kj_mol": 19.19,
  "homo_lumo_gap_ev": [6.182, 6.181],
  "symbols": ["Br", "Ti", "Cl", "Cl", "S", "O", "O", "O", "N", "N", "C", "C", "C", "C", "C", "C", "C", "C", "C", "C", "C", "H", "H", "H", "H", "H", "H", "H"],
  "xyz": [[-2.44368, 1.73657, 0.24034], [-0.05650, 0.25543, 0.12680], [-0.08146, 0.35823, 2.53675], [4.73942, -1.49742, 0.90669], [1.68002, -1.16519, 0.33881], [0.15905, 0.63360, -1.72026], [-5.53887, -2.34492, -0.25880], [0.91918, 1.86617, -0.20408], [-1.75570, -0.85648, 0.02565], [0.81463, 1.71653, -1.46407], [3.75706, -0.70204, 2.06717], [-1.94216, -2.20500, -0.13462], [4.33393, -0.22019, 3.22837], [2.20452, 0.64018, 3.97706], [-2.86407, -0.08942, 0.05875], [3.56430, 0.44247, 4.17414], [2.39918, -0.52574, 1.82924], [1.68019, 0.14363, 2.81179], [-4.29881, -1.91455, -0.18705], [-3.17756, -2.75674, -0.24008], [-4.13600, -0.52511, -0.03186], [1.59249, 1.15512, 4.70483], [-4.98792, 0.13867, 0.00218], [-1.05357, -2.81543, -0.16560], [5.39414, -0.36984, 3.38413], [4.02752, 0.80851, 5.08114], [-5.59754, -3.30953, -0.36548], [-3.28268, -3.82710, -0.36294]]
}

# 6
{
  "formula": "C11H7BrClIrNO6S",
  "method": "ωB97M-V/def2-TZVPD",
  "lumo_ev": [2.54, 0.40],
  "homo_energy_ev": [-4.953, -6.641],
  "multiplicity": 5,
  "charge": -1,
  "total_energy_ha": -4466.3452,
  "relative_energy_kj_mol": 9.46,
  "homo_lumo_gap_ev": [7.489, 7.036],
  "symbols": ["Ir", "Br", "Cl", "S", "O", "O", "O", "O", "O", "O", "N", "C", "C", "C", "C", "C", "C", "C", "C", "C", "C", "C", "H", "H", "H", "H", "H", "H", "H"],
  "xyz": [[-0.53080, -0.00938, -1.78703], [0.25954, 2.39587, 5.23755], [0.70160, -4.54773, -2.18883], [-0.92590, 1.64638, -3.48818], [1.34474, 0.65445, -1.35358], [-0.03624, -1.79246, -0.94875], [-2.32111, -1.20585, -2.73592], [-2.63998, 0.01587, -0.94020], [-1.22441, -2.97671, 0.51136], [3.37792, 0.44094, -0.50136], [-0.37988, 3.89310, -1.82862], [0.37775, 0.75941, 1.43320], [-0.59687, 2.97061, -2.48845], [2.11201, 2.16646, 3.08852], [1.65732, 1.06481, 0.98823], [-0.88015, -3.90262, -1.65782], [2.52134, 1.75652, 1.83284], [-3.07563, -0.73043, -1.85605], [-0.04038, 1.14251, 2.69914], [-0.72466, -2.84411, -0.57818], [0.83009, 1.85026, 3.50669], [2.19420, 0.65647, -0.35443], [2.77752, 2.71886, 3.73674], [-0.30471, 0.18484, 0.81873], [-1.35191, -3.46299, -2.53342], [-1.46433, -4.73247, -1.26996], [-4.14903, -0.96937, -1.87482], [3.52290, 1.96803, 1.48553], [-1.03094, 0.88875, 3.04709]]
}

The lowest charge belongs to which entry? C11H7BrClIrNO6S